Density functional theory data (ωB97M-V/def2-TZVPD) for a molecular structure, C8H11CuPSe4 in a non-equilibrium geometry.

Geometry as XYZ:
```
25
C8H11CuPSe4 ωB97M-V/def2-TZVPD
Cu -8.76944 3.74931 -3.28615
Se -6.71380 4.65964 -2.61300
Se -5.70036 2.61873 -2.38424
Se -7.19853 1.20324 -1.44160
Se -9.05403 1.36829 -2.88881
C -10.06548 2.29986 -6.41167
P -9.15352 3.63162 -5.51169
C -7.57268 2.83861 -5.88269
C -9.07575 5.01665 -6.91373
C -10.05468 5.17117 -7.83375
C -10.00896 6.05289 -8.87953
C -9.00759 6.99171 -8.85659
C -7.98055 6.86004 -7.94008
C -8.04570 5.92387 -6.91618
H -9.56560 2.41981 -7.39602
H -11.07423 2.49657 -6.65819
H -9.88429 1.28193 -5.91136
H -7.38228 3.17132 -6.90746
H -7.68203 1.73327 -5.77167
H -6.81900 3.19966 -5.16815
H -10.92437 4.49735 -7.79557
H -10.86607 6.28486 -9.44621
H -9.17279 7.83561 -9.50805
H -7.17096 7.54198 -7.99667
H -7.21982 5.87321 -6.17670
```

Computed properties:
LUMO = 2.81 eV
electronic energy = -323791.38766 eV
total charge = -1
strongest force on any atom = 3.269 eV/A
gap between HOMO and LUMO = 6.100 eV
HOMO energy = -3.29 eV
spin multiplicity = 1